C3H2BrCl3 | ωB97M-V/def2-TZVPD

```
9
Properties=species:S:1:pos:R:3:forces:R:3
C -1.53285 0.32408 -0.81045 -0.4 0.3 -0.3
C -1.14125 0.44632 0.42717 3.4 -1.9 1.7
C 0.65274 -0.62625 1.21011 -3.1 1.6 -2.0
Cl -2.96250 1.13530 -1.38965 0.2 -0.1 0.0
Cl -1.77967 1.24976 1.73913 -0.4 0.4 0.3
Cl 0.05659 -1.66410 2.43244 0.1 0.0 0.1
Br 1.39030 -1.45538 -0.31501 0.2 -0.1 0.0
H -1.01330 -0.25209 -1.55639 0.1 -0.1 0.0
H 1.24804 0.20131 1.55796 0.0 0.0 0.1
```
Forces are in eV/Å.

Computed properties:
energy relative to the best compared isomer or geometry (same formula, charge and spin) = 196.8 kJ/mol